Record 1
ORCA calculation (ωB97M-V/def2-TZVPD) on a structure of composition C35H45N4O4P2SSbTi.

Geometry as ORCA input:
```
! RIJCOSX wB97M-V def2-TZVPD def2/J DEFGRID3
* xyz 3 2
Sb 0.823 -2.085 -0.888
Ti 0.275 0.609 0.093
S 3.573 1.159 -1.344
P 0.710 0.327 3.384
P 0.027 3.085 2.262
O 0.584 -0.081 1.904
O -1.267 -0.309 -3.175
O -0.320 1.029 -1.631
O -0.337 2.356 0.968
N -5.526 0.165 -3.250
N -6.934 -1.596 -3.734
N -7.685 0.136 -2.420
N -2.010 0.009 0.124
C -4.723 1.703 -1.379
C 2.424 3.862 3.435
C -1.315 0.312 -2.148
C 3.397 0.662 2.845
C -1.227 -1.525 6.430
C 1.707 3.669 2.253
C 2.753 0.671 5.177
C -6.718 -0.422 -3.143
C -0.870 -3.332 -1.223
C 2.267 0.977 -0.622
C 3.581 4.474 0.977
C -2.468 4.148 2.662
C 3.719 4.348 3.382
C 4.068 0.917 5.535
C 2.285 3.982 1.022
C -0.364 -3.216 4.943
C -0.163 1.898 3.631
C -1.529 6.737 3.062
C -0.049 -0.887 4.433
C -5.226 1.538 -2.826
C -0.628 5.715 2.796
C 5.045 1.034 4.553
C -1.044 -2.861 6.102
C -2.532 0.341 -1.231
C -3.358 5.171 2.929
C -0.731 -0.533 5.598
C 4.712 0.902 3.211
C -1.097 4.418 2.596
C 2.417 0.552 3.827
C 1.770 -2.227 -2.778
C -3.194 1.732 -1.267
C 4.296 4.651 2.154
C 2.023 -3.389 0.281
C -2.886 6.465 3.130
C 0.139 -2.233 4.109
H -7.827 -2.056 -3.670
H -0.219 -4.259 4.699
H 1.984 3.639 4.400
H 4.335 1.003 6.579
H -5.142 0.913 -0.747
H -1.435 -2.940 -2.068
H -5.118 2.646 -0.999
H -4.419 4.967 2.990
H -4.847 -0.294 -3.837
H -3.226 -0.426 -1.580
H -3.584 7.264 3.343
H 2.928 -2.885 0.616
H 1.715 3.859 0.109
H -2.870 2.291 -0.385
H -2.100 -0.988 0.300
H -1.429 -3.631 6.756
H 1.319 -1.513 -3.464
H -7.559 1.029 -1.979
H 5.305 5.040 2.116
H 1.463 -3.732 1.149
H 0.155 2.359 4.570
H -4.476 1.906 -3.525
H 3.134 0.552 1.802
H -6.268 -1.988 -4.379
H -1.168 7.744 3.217
H 4.277 4.499 4.296
H 2.834 -2.025 -2.673
H -0.516 -4.333 -1.463
H -6.108 2.155 -3.005
H -0.877 0.505 5.868
H 4.027 4.735 0.027
H 2.000 0.556 5.949
H -2.543 0.487 0.844
H 0.686 -2.505 3.214
H 0.431 5.932 2.743
H -1.505 -3.392 -0.340
H -8.614 -0.252 -2.412
H 1.638 -3.237 -3.161
H -2.839 3.141 2.506
H -2.802 2.298 -2.115
H -1.233 1.687 3.715
H -1.753 -1.255 7.336
H 2.296 -4.250 -0.326
H 5.481 0.979 2.454
H 6.072 1.216 4.837
*
```

As for the expectation value of S²: 0.756. The value obtained for the HOMO energy (alpha / beta) is -0.574 / -0.583 hartree. Its LUMO energy (alpha / beta) is -8.090 / -8.145 eV. The relative energy (zero: lowest compared OMol25 entry of this formula, charge and spin) comes out at 0.5531 eV. For the HOMO-LUMO gap (alpha / beta), the calculation gives 7.535 / 7.711 eV.


Record 2
ORCA calculation (ωB97M-V/def2-TZVPD) on a cluster of 12 separate species, C17H45N12O26P in total in a non-equilibrium geometry.

Geometry as ORCA input:
```
! RIJCOSX wB97M-V def2-TZVPD def2/J DEFGRID3
* xyz 0 1
P 2.368 0.492 -3.018
O 6.075 5.131 -1.055
O -6.562 -3.230 1.736
O -8.420 -4.131 1.127
O 6.526 1.975 1.296
O -0.666 1.841 2.373
O -2.262 -3.538 -3.506
O 4.903 6.871 -0.565
O -12.698 -3.868 -7.849
O 5.007 -0.137 -1.726
O 6.333 -3.817 6.090
O -0.818 -0.465 -3.005
O -0.722 0.522 -4.918
O -3.860 -3.989 -2.135
O -3.391 -4.062 5.690
O -9.870 -4.302 -2.495
O 5.354 -0.656 2.299
O -2.179 -4.021 3.909
O 3.284 0.575 -0.500
O 6.865 9.084 3.071
O 3.660 -0.145 3.508
O 4.039 -1.552 -0.252
O 4.531 -2.686 5.772
O -11.970 -4.409 -2.950
O -14.038 -2.263 -7.330
O 0.700 3.232 3.286
O 8.283 8.948 1.455
N -3.107 -3.636 4.592
N 4.348 -0.950 2.910
N 2.925 0.696 -4.472
N -11.034 -4.428 -2.178
N -1.307 -0.094 -4.057
N 5.567 -2.921 6.363
N -7.278 -3.775 0.922
N -13.102 -3.001 -7.103
N 5.727 6.019 -0.304
N -2.691 -3.798 -2.403
N 0.444 2.299 2.556
N 7.346 9.467 2.026
C 6.364 6.039 1.040
C 5.908 -2.024 7.500
C -3.956 -2.558 4.016
C -1.716 -3.881 -1.281
C 1.583 1.676 1.830
C 3.365 1.393 -1.726
C 4.121 -0.473 -0.763
C 3.954 -2.378 2.919
C -2.737 -0.437 -4.265
C 2.803 2.804 -1.624
C 6.741 10.662 1.375
C -11.348 -4.618 -0.736
C 5.706 2.172 -1.018
C -6.718 -4.029 -0.433
C 4.852 1.288 -1.961
C 6.688 1.483 -0.041
C -12.385 -2.841 -5.809
H -11.994 -3.799 -0.435
H 5.090 2.836 -0.411
H 3.431 3.484 -2.206
H 5.956 6.872 1.600
H 1.760 2.878 -1.927
H -5.700 -3.663 -0.453
H 6.850 -2.352 7.921
H -3.311 -1.705 3.832
H -6.754 -5.100 -0.606
H 6.587 0.397 -0.020
H -12.855 -2.036 -5.257
H -1.788 -4.880 -0.863
H 6.395 10.352 0.394
H 7.702 1.777 -0.311
H 2.355 -0.859 -2.619
H -11.349 -2.613 -6.041
H -3.059 -0.056 -5.227
H 5.833 1.454 1.724
H -2.809 -1.519 -4.222
H 5.125 1.527 -2.989
H 2.865 3.148 -0.588
H -7.345 -3.510 -1.153
H 7.433 6.153 0.889
H 1.202 0.869 1.218
H 5.924 11.008 1.995
H -12.455 -3.781 -5.273
H 7.522 11.411 1.288
H 3.796 -2.664 1.882
H 2.286 1.305 2.570
H -4.371 -2.937 3.088
H 5.099 -2.098 8.221
H 2.235 1.142 -5.068
H -0.727 -3.683 -1.677
H 6.142 5.090 1.522
H -10.416 -4.612 -0.185
H 4.773 -2.936 3.355
H 3.052 -2.480 3.508
H 2.037 2.450 1.222
H -2.006 -3.137 -0.546
H 5.975 -1.015 7.105
H -11.865 -5.568 -0.637
H -3.293 0.022 -3.453
H 1.077 0.968 -2.806
H -4.739 -2.319 4.726
H 6.294 2.825 -1.663
*
```

Its SMILES is C[C@]1([PH2]=N)OC(=O)O[C@@H]1CCO.C[N+](=O)[O-].C[N+](=O)[O-].C[N+](=O)[O-].C[N+](=O)[O-].C[N+](=O)[O-].C[N+](=O)[O-].C[N+](=O)[O-].C[N+](=O)[O-].C[N+](=O)[O-].C[N+](=O)[O-].C[N+](=O)[O-]. The value obtained for the HOMO energy is -0.324 hartree. Its LUMO energy is -0.462 eV. For the HOMO-LUMO gap, the calculation gives 8.364 eV.


Record 3
ORCA calculation (ωB97M-V/def2-TZVPD) on a structure of composition C37H36N9O3SeSiTi.

Geometry as ORCA input:
```
! RIJCOSX wB97M-V def2-TZVPD def2/J DEFGRID3
* xyz 0 2
Se -2.303 -1.586 0.124
Ti 0.615 0.709 -0.532
Si -1.905 2.885 -1.405
O 2.858 1.839 -2.663
O 0.796 1.636 -2.135
O 0.631 -1.295 1.213
N 2.518 0.517 -0.167
N -1.502 -0.068 2.490
N -3.621 -2.436 0.903
N 1.760 1.949 -3.050
N 0.529 1.624 1.393
N 0.543 -0.910 -1.568
N -3.324 -0.489 -0.767
N 7.666 -5.713 -4.074
N -0.966 1.919 -0.259
C -7.130 -1.625 0.320
C -2.432 0.822 4.497
C 6.864 -5.050 -3.584
C -0.733 -0.854 4.595
C 1.171 1.958 2.526
C 0.010 4.046 2.589
C 0.925 3.156 3.159
C 3.904 -2.599 -1.813
C -0.668 3.704 1.447
C 2.877 -1.694 -1.236
C 4.655 1.081 0.293
C 3.345 1.505 0.288
C -2.349 0.743 3.117
C -6.063 -2.275 0.858
C 2.130 0.963 3.116
C -0.407 2.454 0.852
C -4.587 -0.782 -0.450
C -0.543 -1.365 -2.269
C -2.254 1.927 -2.969
C -3.545 3.395 -0.645
C 5.696 -4.205 -1.598
C -1.602 0.004 5.247
C 4.065 -2.634 -3.200
C 1.016 -2.965 -2.390
C -0.290 -2.625 -2.770
C -0.711 -0.856 3.205
C 5.856 -4.221 -2.980
C -5.729 -0.123 -0.983
C -6.963 -0.546 -0.599
C 4.662 -0.226 -0.216
C 0.190 -1.821 2.464
C -0.888 4.405 -1.865
C 4.733 -3.392 -1.024
C 5.038 -3.424 -3.782
C 1.541 -1.878 -1.674
C 3.334 -0.562 -0.528
C -4.753 -1.871 0.482
H -3.128 1.499 4.973
H 3.434 -2.008 -3.818
H 1.229 -1.941 0.812
H -8.132 -1.933 0.587
H 1.045 -2.052 3.103
H 0.176 4.183 -1.773
H -1.377 -0.710 -2.467
H -3.448 4.189 0.099
H 5.176 -3.427 -4.855
H 3.025 1.459 3.489
H -0.085 -1.519 5.155
H -4.210 3.764 -1.431
H 6.326 -4.831 -0.982
H 1.456 3.409 4.065
H 5.526 -0.849 -0.379
H -0.979 -3.224 -3.345
H -2.801 2.567 -3.667
H -6.189 -3.094 1.553
H 4.612 -3.384 0.052
H -0.164 5.009 3.055
H 1.648 0.458 3.957
H -1.101 5.279 -1.246
H -1.376 4.379 0.987
H 2.421 0.219 2.379
H -1.644 0.022 6.329
H -1.328 1.612 -3.449
H 5.508 1.660 0.610
H 2.959 2.473 0.567
H -0.375 -2.743 2.286
H -1.074 4.687 -2.904
H -2.988 1.342 2.475
H 1.537 -3.885 -2.602
H -2.867 1.048 -2.768
H -4.033 2.541 -0.167
H -5.596 0.699 -1.675
H -7.844 -0.050 -0.985
*
```

As for the expectation value of S²: 0.800. The value obtained for the HOMO energy (alpha / beta) is -0.223 / -0.285 hartree. Its LUMO energy (alpha / beta) is -0.545 / -0.831 eV. The relative energy (zero: lowest compared OMol25 entry of this formula, charge and spin) comes out at 0.9776 eV. For the HOMO-LUMO gap (alpha / beta), the calculation gives 5.530 / 6.912 eV.


Record 4
ORCA calculation (ωB97M-V/def2-TZVPD) on a structure of composition C25H23MgNP2Se3Te.

Geometry as ORCA input:
```
! RIJCOSX wB97M-V def2-TZVPD def2/J DEFGRID3
* xyz 0 1
Te -3.479 -4.363 -0.140
Se -4.445 -0.708 -0.839
Se -2.567 -3.447 2.014
Se -5.421 -2.798 -0.489
P -0.668 -1.169 -0.902
P -0.654 0.253 1.623
Mg -2.670 -1.224 0.873
N 0.226 -0.323 0.288
C 1.228 -1.200 3.047
C -0.982 2.287 -3.119
C 0.663 -2.199 -1.611
C 1.326 0.582 5.173
C 0.419 2.907 1.658
C -1.671 -0.386 -3.339
C 0.956 -3.378 -0.929
C 1.962 -4.209 -1.389
C -0.795 4.767 0.747
C 2.669 -3.870 -2.533
C 1.365 -1.870 -2.766
C -1.812 2.598 0.812
C 2.028 -1.469 4.141
C -2.031 0.502 -4.335
C 1.622 0.047 0.062
C 0.493 -0.018 2.999
C -1.680 1.839 -4.227
C -0.659 2.068 1.390
C 0.521 0.856 4.083
C -1.879 3.942 0.492
C 2.366 -2.708 -3.224
C 0.347 4.250 1.337
C -0.954 0.057 -2.226
C 2.090 -0.573 5.198
C -0.629 1.404 -2.115
H -2.655 1.943 0.602
H 1.362 1.271 6.005
H 2.919 -2.455 -4.116
H 2.608 -2.379 4.176
H 1.932 0.773 0.811
H 3.452 -4.518 -2.894
H 2.720 -0.783 6.050
H 1.313 2.516 2.125
H -2.588 0.159 -5.195
H 2.203 -5.122 -0.866
H -1.962 2.534 -5.003
H 1.187 4.895 1.546
H 2.270 -0.829 0.139
H 0.385 -3.642 -0.043
H -0.839 5.814 0.490
H -1.943 -1.433 -3.411
H -2.771 4.345 0.038
H -0.109 1.775 -1.242
H 1.763 0.488 -0.926
H 1.122 -0.965 -3.306
H -0.714 3.330 -3.029
H 1.158 -1.906 2.229
H -0.095 1.745 4.068
*
```

The value obtained for the HOMO energy is -0.251 hartree. Its LUMO energy is -0.133 eV. The relative energy (zero: lowest compared OMol25 entry of this formula, charge and spin) comes out at 0.0000 eV. For the HOMO-LUMO gap, the calculation gives 6.685 eV.


Record 5
ORCA calculation (ωB97M-V/def2-TZVPD) on an isolated molecule of C30H28N4O4.

Geometry as ORCA input:
```
! RIJCOSX wB97M-V def2-TZVPD def2/J DEFGRID3
* xyz 0 1
O -9.043 0.093 -0.865
O 1.062 2.314 -1.305
O -0.213 1.954 0.520
O -3.182 3.697 -0.359
N -2.800 1.642 0.576
N 4.827 0.747 0.677
N -7.553 -1.264 0.205
N 2.028 -2.324 0.609
C -9.751 -2.109 -0.217
C 5.368 0.475 -0.650
C 7.712 0.980 0.070
C -6.329 0.823 -0.206
C -8.769 -0.960 -0.341
C -1.314 -3.107 -0.544
C 7.317 -1.039 -1.153
C 0.792 -2.140 0.113
C -5.268 -1.043 0.873
C 0.711 1.612 -0.398
C 8.665 -1.347 -1.081
C 0.326 -0.860 -0.294
C 9.057 0.671 0.147
C -4.096 -0.324 0.969
C -1.757 -1.852 -0.989
C -6.399 -0.480 0.281
C -0.063 -3.255 -0.013
C -5.155 1.545 -0.109
C 4.988 -0.344 1.617
C 2.845 -1.311 0.717
C -0.949 3.156 0.324
C 4.230 -1.613 1.211
C 1.206 0.234 -0.099
C -4.027 0.977 0.474
C 2.475 0.020 0.386
C 9.538 -0.494 -0.430
C 3.440 1.155 0.629
C -2.449 2.870 0.130
C -0.955 -0.750 -0.872
C 6.829 0.126 -0.580
H 6.640 -1.711 -1.664
H -5.107 2.551 -0.489
H -9.368 -2.989 -0.729
H 4.818 -0.320 -1.179
H -0.820 3.788 1.207
H 3.320 1.918 -0.145
H 9.033 -2.257 -1.533
H 4.769 -2.125 0.409
H -5.308 -2.053 1.257
H 9.736 1.341 0.655
H 7.328 1.883 0.520
H 4.623 0.011 2.586
H 0.310 -4.213 0.311
H 5.251 1.397 -1.232
H -7.198 1.266 -0.662
H -10.696 -1.818 -0.665
H -0.572 3.689 -0.555
H 10.589 -0.734 -0.372
H -3.225 -0.775 1.424
H 4.166 -2.314 2.044
H -1.291 0.207 -1.244
H -2.739 -1.758 -1.429
H -2.053 1.091 0.982
H -1.967 -3.962 -0.642
H 6.053 -0.565 1.717
H -9.913 -2.354 0.831
H 3.195 1.619 1.594
H -7.458 -2.184 0.612
*
```

Its SMILES is CC(=O)Nc1ccc(NC(=O)COC(=O)c2c3c(nc4ccccc24)CCN(Cc2ccccc2)C3)cc1. The value obtained for the HOMO energy is -0.299 hartree. Its LUMO energy is -0.196 eV. The relative energy (zero: lowest compared OMol25 entry of this formula, charge and spin) comes out at 0.2212 eV. For the HOMO-LUMO gap, the calculation gives 7.929 eV.